No. 1
Molecular formula: C22H42AlCl3N2O4Si
Method: DFT, ωB97M-V/def2-TZVPD

Its HOMO energy is -5.41 eV. The LUMO energy is -0.19 eV. The largest force on an atom is 2.825 eV/A. The value obtained for the orbital gap is 0.192 Ha. The value obtained for the relative energy (zero: lowest compared OMol25 entry of this formula, charge and spin) is 21.11 kcal/mol.

Geometry (Å):
H (1.785, 0.977, 2.623)
C (-0.500, 4.027, -3.775)
C (4.520, 4.560, 2.033)
H (-1.098, 4.645, 2.318)
H (-3.576, -1.968, -4.314)
C (3.926, -0.535, 0.477)
H (-1.415, -3.201, 0.431)
H (-4.065, -0.870, -0.350)
H (-1.914, -1.062, -3.012)
H (1.309, 3.181, 3.361)
H (0.286, 3.343, -4.137)
H (-2.301, 5.635, -3.081)
H (2.620, 1.447, -0.890)
C (-2.754, 4.819, -2.511)
H (-1.894, 3.553, 1.111)
C (4.125, 3.173, 1.626)
H (-0.132, 3.943, 4.099)
C (0.265, 3.013, 3.670)
H (-3.789, 4.731, -2.860)
H (5.073, -2.321, 0.881)
H (-0.140, -4.442, 0.443)
H (-1.508, 1.150, -4.194)
H (2.690, 4.485, -0.654)
C (3.806, -1.786, 2.550)
N (-3.832, -1.527, -2.270)
H (4.654, 4.609, 3.125)
H (4.352, -0.376, -0.521)
H (4.124, 2.397, 2.407)
H (-2.137, 2.508, -5.141)
C (2.476, 0.216, 2.246)
C (2.702, 1.708, 0.177)
H (-5.282, -1.689, -3.820)
H (-3.236, 1.555, -4.137)
Al (-0.701, 0.191, -0.677)
H (3.709, 5.276, 1.774)
H (4.471, 4.549, -0.800)
H (-2.783, 5.125, -1.457)
Cl (-3.287, 2.284, -1.338)
H (-0.990, 4.472, -4.664)
C (3.629, 2.899, 0.392)
C (-4.321, -2.130, -3.516)
H (-0.430, 0.625, 2.885)
H (-0.039, 4.854, -3.215)
C (0.616, -2.476, 0.228)
H (1.616, -2.546, 0.644)
O (1.652, 2.543, 0.489)
H (-4.486, -3.216, -3.411)
O (0.175, -1.046, 0.493)
H (0.687, -2.532, -0.850)
H (-0.376, -3.427, 1.863)
C (-2.227, 1.983, -4.173)
H (0.219, 2.189, 4.392)
H (4.122, -2.626, 3.173)
Cl (0.643, -0.618, -2.226)
C (-4.665, -1.429, -1.072)
N (-0.544, 2.660, 2.506)
H (-0.163, 4.012, 0.926)
O (-2.241, -0.591, -1.010)
C (-2.617, -1.061, -2.160)
H (5.457, 4.901, 1.548)
Si (-1.874, 3.151, -2.726)
H (0.069, -0.911, 1.467)
C (-0.963, 3.780, 1.650)
H (-4.899, -2.426, -0.693)
C (4.331, -1.619, 1.267)
C (3.016, 0.409, 0.976)
H (2.515, -0.931, 4.071)
C (-0.399, -3.435, 0.773)
Cl (-0.125, 2.141, -1.406)
H (-5.588, -0.902, -1.303)
C (3.605, 3.868, -0.749)
C (2.892, -0.852, 3.048)
H (3.545, 3.332, -1.712)
O (-1.158, 1.076, 0.980)
C (-0.683, 1.393, 2.123)


No. 2
Molecular formula: C22H42AsBN2O3S2ScSi
Method: DFT, ωB97M-V/def2-TZVPD

Its HOMO energy is -8.24 eV. The LUMO energy is -2.36 eV. The largest force on an atom is 2.990 eV/A. Its net charge is +1. The value obtained for the orbital gap is 0.216 Ha. The value obtained for the relative energy (zero: lowest compared OMol25 entry of this formula, charge and spin) is 57.18 kcal/mol.

Geometry (Å):
C (-3.000, -2.356, 1.600)
H (-1.559, 3.082, 3.966)
Si (-1.198, -2.534, 0.913)
H (-2.072, -3.181, -1.380)
C (-2.580, 5.439, 1.033)
H (-1.972, -2.449, -5.237)
O (-0.623, 2.003, -0.104)
O (0.562, 3.974, -0.403)
H (-0.259, 2.713, 5.168)
H (6.347, -0.707, -0.033)
H (-2.855, 1.096, 4.572)
H (0.517, -0.687, 6.434)
H (2.335, -2.845, -0.354)
S (2.519, 0.097, 1.101)
H (0.769, -3.901, 1.797)
C (5.613, -1.339, 0.428)
S (-0.851, -0.037, 3.951)
H (5.542, -1.058, 1.483)
C (-1.853, -0.451, -4.320)
O (-0.693, 0.505, 2.532)
H (-1.865, 0.734, 5.959)
C (-0.112, -0.359, -2.548)
H (4.357, -0.257, -2.840)
H (-0.661, 6.420, 0.438)
H (1.028, 1.332, 4.191)
H (1.463, 0.370, -4.232)
N (-0.028, -0.660, -1.422)
H (1.252, -0.355, -6.712)
Sc (-0.021, 0.085, 0.631)
B (0.606, 2.608, -0.597)
H (2.500, -2.269, -2.017)
H (5.713, -2.418, 0.333)
C (-1.848, -1.425, -5.545)
C (4.176, 0.310, -1.910)
H (-3.142, 2.002, 1.126)
H (-0.491, -2.282, -6.968)
C (0.645, -0.856, -5.913)
H (-1.362, -4.636, -0.610)
C (-1.274, 5.505, 0.536)
H (3.838, -3.195, -1.252)
C (-3.264, 4.238, 1.266)
H (-1.838, 3.146, 5.746)
H (-2.776, -1.188, -6.101)
C (0.531, 0.242, -4.825)
N (-0.467, -0.155, -3.788)
C (-0.679, -1.319, -6.513)
H (1.272, -1.689, -5.540)
H (0.133, 1.185, -5.252)
H (-2.424, -0.942, -3.521)
C (-0.760, 4.279, 0.138)
H (1.480, -0.333, 3.918)
C (1.158, 0.049, 5.978)
C (-1.267, -3.555, -0.729)
H (-3.680, -3.164, 1.337)
C (-0.246, -3.683, 2.133)
H (5.042, 0.942, -1.694)
H (-0.786, -4.635, 2.054)
H (-2.974, -2.272, 2.677)
H (-0.337, -3.359, 3.219)
H (-3.542, -1.490, 1.221)
H (-0.967, -0.653, -7.355)
As (3.894, -0.851, -0.388)
C (-1.824, 1.173, 4.959)
C (3.053, -2.463, -1.101)
H (-3.105, 6.371, 1.211)
H (-0.329, -3.376, -1.270)
H (3.290, 0.936, -2.030)
C (-1.339, 2.633, 4.923)
C (-1.520, 3.101, 0.276)
H (1.063, 0.991, 6.554)
H (-4.244, 4.323, 1.718)
C (0.864, 0.296, 4.539)
H (2.191, -0.250, 6.173)
H (-2.320, 0.475, -4.617)
C (-2.743, 2.983, 0.891)


No. 3
Molecular formula: C22H42BFN3O11
Method: DFT, ωB97M-V/def2-TZVPD

Its HOMO energy is -11.24 eV. The LUMO energy is -4.05 eV. The largest force on an atom is 3.354 eV/A. Its net charge is +1. The value obtained for the orbital gap is 0.264 Ha.

Geometry (Å):
H (-0.771, 1.291, -4.907)
H (0.427, 2.063, -5.913)
H (-6.152, 1.470, 5.617)
C (-3.336, -1.473, 5.014)
C (1.025, 3.962, 2.329)
N (2.677, -3.053, 3.449)
C (1.054, 2.723, 1.474)
C (-0.084, 3.110, -4.061)
H (2.181, 3.047, -5.501)
C (-0.420, 2.260, -5.260)
C (-4.055, 1.331, 5.135)
C (-2.395, -0.426, 5.555)
H (-0.158, 0.061, 0.405)
C (-0.497, -4.360, -1.178)
O (0.903, 4.010, -4.153)
O (1.135, -6.041, 0.126)
H (0.346, 0.048, 3.065)
H (-3.824, -1.979, 5.847)
H (2.079, 4.912, -7.189)
H (3.416, -2.399, 3.192)
H (1.324, -0.253, -1.835)
H (1.184, 5.420, -0.015)
O (-0.738, 3.043, -3.047)
H (-3.928, 2.411, 5.047)
H (-4.195, 0.953, 4.120)
H (1.543, -1.543, 4.392)
O (-2.837, 0.836, 5.703)
F (3.573, -2.048, -5.109)
N (1.482, -2.818, -4.224)
C (0.849, -1.653, 2.319)
O (0.791, -6.335, -2.208)
H (0.192, 4.627, 2.114)
C (1.832, -3.038, -2.824)
H (1.964, 4.501, 2.206)
O (-1.288, -0.724, 5.920)
B (0.519, -5.622, -1.046)
H (2.736, 4.559, -4.824)
C (-0.275, 3.837, -0.268)
H (-0.959, -0.436, -1.036)
H (1.038, 5.842, -6.095)
H (0.601, -3.055, 3.947)
H (1.172, -3.373, 1.070)
O (2.743, -3.735, -2.542)
H (-0.857, 3.413, -1.084)
H (1.985, -5.571, 0.202)
C (1.255, -1.006, -1.025)
C (1.059, -2.430, -1.650)
C (-5.240, 1.037, 6.031)
H (-0.992, 4.166, 0.487)
H (-1.215, 2.744, -5.828)
H (-0.060, 5.750, -1.231)
H (-1.095, -4.390, -2.121)
N (0.128, -3.024, -1.004)
H (0.888, -3.616, -4.478)
C (1.405, -2.349, 3.638)
C (-0.139, -0.754, -0.346)
H (-5.075, 1.454, 7.027)
H (2.608, -3.802, 2.765)
H (-1.244, -4.457, -0.357)
H (2.087, -1.097, -0.300)
H (1.658, -1.078, 1.809)
H (1.254, 4.608, -1.569)
H (0.433, 4.369, -6.829)
C (-0.439, -2.207, 0.126)
H (-5.393, -0.035, 6.157)
O (1.591, 1.710, 1.859)
O (2.939, -4.067, -5.472)
O (0.549, 2.767, 0.235)
C (1.324, 4.836, -6.406)
H (-0.389, -3.482, 1.940)
C (1.858, 4.053, -5.225)
H (0.919, 3.659, 3.370)
C (0.293, -2.779, 1.412)
H (-4.088, -1.081, 4.333)
H (-2.752, -2.196, 4.447)
C (2.700, -3.061, -4.975)
H (-1.533, -2.351, 0.263)
H (0.292, -5.936, -2.939)
C (0.571, 4.972, -0.800)
O (-0.163, -0.725, 2.729)


orbital gap of number 1 (C22H42AlCl3N2O4Si)?
0.192 Ha


Please write out number 3 again, unchanged.
Molecular formula: C22H42BFN3O11
Method: DFT, ωB97M-V/def2-TZVPD

Its HOMO energy is -11.24 eV. The LUMO energy is -4.05 eV. The largest force on an atom is 3.354 eV/A. Its net charge is +1. The value obtained for the orbital gap is 0.264 Ha.

Geometry (Å):
H (-0.771, 1.291, -4.907)
H (0.427, 2.063, -5.913)
H (-6.152, 1.470, 5.617)
C (-3.336, -1.473, 5.014)
C (1.025, 3.962, 2.329)
N (2.677, -3.053, 3.449)
C (1.054, 2.723, 1.474)
C (-0.084, 3.110, -4.061)
H (2.181, 3.047, -5.501)
C (-0.420, 2.260, -5.260)
C (-4.055, 1.331, 5.135)
C (-2.395, -0.426, 5.555)
H (-0.158, 0.061, 0.405)
C (-0.497, -4.360, -1.178)
O (0.903, 4.010, -4.153)
O (1.135, -6.041, 0.126)
H (0.346, 0.048, 3.065)
H (-3.824, -1.979, 5.847)
H (2.079, 4.912, -7.189)
H (3.416, -2.399, 3.192)
H (1.324, -0.253, -1.835)
H (1.184, 5.420, -0.015)
O (-0.738, 3.043, -3.047)
H (-3.928, 2.411, 5.047)
H (-4.195, 0.953, 4.120)
H (1.543, -1.543, 4.392)
O (-2.837, 0.836, 5.703)
F (3.573, -2.048, -5.109)
N (1.482, -2.818, -4.224)
C (0.849, -1.653, 2.319)
O (0.791, -6.335, -2.208)
H (0.192, 4.627, 2.114)
C (1.832, -3.038, -2.824)
H (1.964, 4.501, 2.206)
O (-1.288, -0.724, 5.920)
B (0.519, -5.622, -1.046)
H (2.736, 4.559, -4.824)
C (-0.275, 3.837, -0.268)
H (-0.959, -0.436, -1.036)
H (1.038, 5.842, -6.095)
H (0.601, -3.055, 3.947)
H (1.172, -3.373, 1.070)
O (2.743, -3.735, -2.542)
H (-0.857, 3.413, -1.084)
H (1.985, -5.571, 0.202)
C (1.255, -1.006, -1.025)
C (1.059, -2.430, -1.650)
C (-5.240, 1.037, 6.031)
H (-0.992, 4.166, 0.487)
H (-1.215, 2.744, -5.828)
H (-0.060, 5.750, -1.231)
H (-1.095, -4.390, -2.121)
N (0.128, -3.024, -1.004)
H (0.888, -3.616, -4.478)
C (1.405, -2.349, 3.638)
C (-0.139, -0.754, -0.346)
H (-5.075, 1.454, 7.027)
H (2.608, -3.802, 2.765)
H (-1.244, -4.457, -0.357)
H (2.087, -1.097, -0.300)
H (1.658, -1.078, 1.809)
H (1.254, 4.608, -1.569)
H (0.433, 4.369, -6.829)
C (-0.439, -2.207, 0.126)
H (-5.393, -0.035, 6.157)
O (1.591, 1.710, 1.859)
O (2.939, -4.067, -5.472)
O (0.549, 2.767, 0.235)
C (1.324, 4.836, -6.406)
H (-0.389, -3.482, 1.940)
C (1.858, 4.053, -5.225)
H (0.919, 3.659, 3.370)
C (0.293, -2.779, 1.412)
H (-4.088, -1.081, 4.333)
H (-2.752, -2.196, 4.447)
C (2.700, -3.061, -4.975)
H (-1.533, -2.351, 0.263)
H (0.292, -5.936, -2.939)
C (0.571, 4.972, -0.800)
O (-0.163, -0.725, 2.729)


Copy entry 3 word for word.
Molecular formula: C22H42BFN3O11
Method: DFT, ωB97M-V/def2-TZVPD

Its HOMO energy is -11.24 eV. The LUMO energy is -4.05 eV. The largest force on an atom is 3.354 eV/A. Its net charge is +1. The value obtained for the orbital gap is 0.264 Ha.

Geometry (Å):
H (-0.771, 1.291, -4.907)
H (0.427, 2.063, -5.913)
H (-6.152, 1.470, 5.617)
C (-3.336, -1.473, 5.014)
C (1.025, 3.962, 2.329)
N (2.677, -3.053, 3.449)
C (1.054, 2.723, 1.474)
C (-0.084, 3.110, -4.061)
H (2.181, 3.047, -5.501)
C (-0.420, 2.260, -5.260)
C (-4.055, 1.331, 5.135)
C (-2.395, -0.426, 5.555)
H (-0.158, 0.061, 0.405)
C (-0.497, -4.360, -1.178)
O (0.903, 4.010, -4.153)
O (1.135, -6.041, 0.126)
H (0.346, 0.048, 3.065)
H (-3.824, -1.979, 5.847)
H (2.079, 4.912, -7.189)
H (3.416, -2.399, 3.192)
H (1.324, -0.253, -1.835)
H (1.184, 5.420, -0.015)
O (-0.738, 3.043, -3.047)
H (-3.928, 2.411, 5.047)
H (-4.195, 0.953, 4.120)
H (1.543, -1.543, 4.392)
O (-2.837, 0.836, 5.703)
F (3.573, -2.048, -5.109)
N (1.482, -2.818, -4.224)
C (0.849, -1.653, 2.319)
O (0.791, -6.335, -2.208)
H (0.192, 4.627, 2.114)
C (1.832, -3.038, -2.824)
H (1.964, 4.501, 2.206)
O (-1.288, -0.724, 5.920)
B (0.519, -5.622, -1.046)
H (2.736, 4.559, -4.824)
C (-0.275, 3.837, -0.268)
H (-0.959, -0.436, -1.036)
H (1.038, 5.842, -6.095)
H (0.601, -3.055, 3.947)
H (1.172, -3.373, 1.070)
O (2.743, -3.735, -2.542)
H (-0.857, 3.413, -1.084)
H (1.985, -5.571, 0.202)
C (1.255, -1.006, -1.025)
C (1.059, -2.430, -1.650)
C (-5.240, 1.037, 6.031)
H (-0.992, 4.166, 0.487)
H (-1.215, 2.744, -5.828)
H (-0.060, 5.750, -1.231)
H (-1.095, -4.390, -2.121)
N (0.128, -3.024, -1.004)
H (0.888, -3.616, -4.478)
C (1.405, -2.349, 3.638)
C (-0.139, -0.754, -0.346)
H (-5.075, 1.454, 7.027)
H (2.608, -3.802, 2.765)
H (-1.244, -4.457, -0.357)
H (2.087, -1.097, -0.300)
H (1.658, -1.078, 1.809)
H (1.254, 4.608, -1.569)
H (0.433, 4.369, -6.829)
C (-0.439, -2.207, 0.126)
H (-5.393, -0.035, 6.157)
O (1.591, 1.710, 1.859)
O (2.939, -4.067, -5.472)
O (0.549, 2.767, 0.235)
C (1.324, 4.836, -6.406)
H (-0.389, -3.482, 1.940)
C (1.858, 4.053, -5.225)
H (0.919, 3.659, 3.370)
C (0.293, -2.779, 1.412)
H (-4.088, -1.081, 4.333)
H (-2.752, -2.196, 4.447)
C (2.700, -3.061, -4.975)
H (-1.533, -2.351, 0.263)
H (0.292, -5.936, -2.939)
C (0.571, 4.972, -0.800)
O (-0.163, -0.725, 2.729)